## A
ORCA calculation (the ωB97M-V functional and the def2-TZVPD basis) on 2 unconnected molecules or ions with the total composition C2H5N3O3.

The geometry in XYZ format:
```
13
C2H5N3O3 | the Open Molecules 2025 dataset | the ωB97M-V functional and the def2-TZVPD basis
C -1.14 0.82 0.78
C 0.96 -0.75 -1.30
H 1.89 -0.14 0.43
H -0.04 0.20 2.57
H -1.43 1.54 -0.75
H -1.01 -1.07 -0.78
H 1.80 0.06 -1.32
N -0.17 -0.06 1.58
N -0.48 0.91 -0.49
N -0.39 -0.25 -1.34
O 0.86 -0.82 1.07
O -2.18 1.44 1.08
O 1.34 -1.88 -1.54
```

## Properties
**2S+1**: 1
**Lowest unoccupied orbital energy**: -0.44 eV
**Orbital gap**: 9.61 eV

---

## B
ORCA calculation (the ωB97M-V functional and the def2-TZVPD basis) on a single C2H5N3O3 molecule.

The geometry in XYZ format:
```
13
C2H5N3O3 | the Open Molecules 2025 dataset | the ωB97M-V functional and the def2-TZVPD basis
O -2.35 -1.29 0.08
N -1.32 -0.63 0.07
N -1.29 0.67 -0.03
N 0.00 1.07 0.05
O 0.24 2.08 0.79
O 0.28 1.37 -1.35
C 0.90 -0.08 0.39
C -0.09 -1.30 0.13
H 0.73 2.28 -1.42
H 1.11 -0.09 1.51
H 1.70 -0.09 -0.29
H 0.27 -1.84 -0.77
H -0.19 -2.15 0.85
```

## Properties
**SMILES**: [O-][N+]1=N[N@+]([O-])(O)CC1
**2S+1**: 1
**Lowest unoccupied orbital energy**: -0.41 eV
**Orbital gap**: 9.52 eV

---

Pick the most stable structure from those above. Pick: A